1.
Computed, not measured: a 2-piece molecular cluster, C4H10NO overall, with ωB97M-V with the def2-TZVPD basis set.

```
16
C4H10NO, DFT ωB97M-V with the def2-TZVPD basis set
N 0.715 -0.333 -1.869
C 0.739 -1.050 -0.569
C 1.633 0.061 1.468
C 1.865 -0.494 0.271
H 0.217 0.540 -1.699
H 0.088 -0.881 -2.453
H 0.999 -2.095 -0.783
H -0.192 -0.921 -0.025
H 2.479 0.358 2.075
H 0.579 0.176 1.728
H 2.832 -0.512 -0.232
C -2.411 1.049 0.411
O -1.056 0.828 0.570
H -2.999 0.116 0.556
H -2.791 1.769 1.164
H -2.698 1.389 -0.612
```

Values from the calculation:
2S+1 ... 1
E_HOMO ... -2.4 eV
Electronic energy ... -7846.241 eV
Total charge ... -1
Kohn-Sham gap ... 6.891 eV
ΔE to the lowest compared entry with this formula, charge and spin ... 29.9 kcal/mol

Löwdin atomic charge list, values in e, 6 entries: number 1, N, carries -0.0274; number 2, C, carries -0.3315; number 3, C, carries -0.0198; number 4, C, carries -0.2122; number 5, H, carries 0.0487; number 6, H, carries 0.0382



2.
Computed, not measured: an isolated ion of composition C7H8N3 and charge +1, with ωB97M-V with the def2-TZVPD basis set.

```
18
C7H8N3, DFT ωB97M-V with the def2-TZVPD basis set
C 0.055 -2.445 0.069
C -1.172 -2.004 0.117
C 2.005 -0.867 -0.141
C 2.816 1.391 0.177
C 0.660 -1.069 0.058
C -1.241 0.797 -0.011
C -0.653 -0.485 0.158
N 2.626 0.315 -0.071
N -2.546 0.944 -0.074
N -0.394 1.923 0.207
H 0.510 -3.331 -0.052
H -2.046 -2.534 0.288
H 2.612 -1.721 -0.308
H 3.117 2.438 0.221
H -2.927 1.899 -0.200
H -3.091 0.114 -0.312
H -0.890 2.702 -0.111
H 0.560 1.934 -0.014
```

Values from the calculation:
2S+1 ... 1
E_HOMO (spin up / spin down) ... -11.2 / -11.2 eV
Electronic energy ... -11847.232 eV
Total charge ... +1
Kohn-Sham gap (spin up / spin down) ... 6.810 / 6.811 eV
ΔE to the lowest compared entry with this formula, charge and spin ... 85.1 kcal/mol

Löwdin atomic charge list, values in e, 6 entries: number 1, C, carries -0.0175; number 2, C, carries 0.0651; number 3, C, carries -0.0494; number 4, C, carries 0.2497; number 5, C, carries -0.1158; number 6, C, carries -0.3410



3.
Computed, not measured: a single C5H2ClN3S3 molecule, with ωB97M-V with the def2-TZVPD basis set.

```
14
C5H2ClN3S3, DFT ωB97M-V with the def2-TZVPD basis set
C -2.214 -0.510 0.142
C -1.181 -0.282 1.216
C 0.926 0.317 0.421
C 2.409 -0.126 -1.139
C 2.462 1.218 -1.304
H 3.091 -0.937 -1.643
H 3.139 1.747 -1.881
N -3.414 -0.906 0.273
N -0.025 0.002 1.249
N 1.490 -0.709 -0.145
S -3.934 -1.036 1.836
S -2.213 -0.448 2.679
S 1.291 2.022 -0.176
Cl -1.827 -0.351 -1.529
```

Values from the calculation:
2S+1 ... 1
E_HOMO ... -8.8 eV
Electronic energy ... -54713.313 eV
Total charge ... 0
Kohn-Sham gap ... 8.197 eV
ΔE to the lowest compared entry with this formula, charge and spin ... 35.9 kcal/mol

Löwdin atomic charge list, values in e, 6 entries: number 1, C, carries -0.8494; number 2, C, carries -0.6231; number 3, C, carries -0.6782; number 4, C, carries -0.2248; number 5, C, carries -0.3911; number 6, H, carries 0.1328



4.
Computed, not measured: a 8-piece molecular cluster, C18H45N3O17P2 overall, with ωB97M-V with the def2-TZVPD basis set.

```
85
C18H45N3O17P2, DFT ωB97M-V with the def2-TZVPD basis set
C -0.174 3.784 -0.325
O -0.123 3.649 -1.763
P -1.415 3.604 -2.762
O -1.031 3.356 -4.191
O -2.437 2.366 -2.270
C -1.984 0.997 -2.340
O -2.331 4.932 -2.432
C -3.528 5.008 -3.150
H 0.258 2.919 0.178
H -1.181 3.985 0.040
H 0.357 4.711 -0.111
H -2.682 0.494 -3.010
H -2.025 0.546 -1.348
H -1.021 0.827 -2.821
H -4.366 4.842 -2.474
H -3.620 4.363 -4.023
H -3.563 6.028 -3.533
C 1.784 2.750 5.133
O 1.652 3.207 3.833
P 2.688 2.586 2.681
O 2.315 1.266 2.107
O 4.180 2.710 3.312
C 4.773 1.671 4.049
O 2.776 3.753 1.530
C 3.653 3.674 0.432
H 0.814 2.501 5.563
H 2.331 3.405 5.811
H 2.307 1.794 5.100
H 5.840 1.648 3.826
H 4.407 0.676 3.797
H 4.550 1.860 5.099
H 3.114 3.928 -0.480
H 4.172 2.737 0.226
H 4.386 4.432 0.708
C -1.055 0.831 3.326
N -1.877 1.990 2.877
O -2.307 2.679 3.783
O -2.038 2.256 1.708
H -0.001 1.107 3.355
H -1.298 -0.014 2.681
H -1.371 0.617 4.347
C 2.758 -3.318 -3.983
N 2.366 -4.672 -4.526
O 3.286 -5.463 -4.830
O 1.173 -4.940 -4.508
H 3.426 -2.897 -4.735
H 3.314 -3.574 -3.081
H 1.868 -2.729 -3.761
C 2.123 -5.191 0.620
N 2.987 -6.020 -0.278
O 3.049 -7.282 -0.096
O 3.476 -5.497 -1.241
H 2.776 -4.461 1.100
H 1.671 -5.854 1.357
H 1.323 -4.680 0.085
C -1.350 -4.944 -1.482
C -2.571 -4.053 -1.969
O -3.689 -4.444 -1.791
C -2.376 -2.677 -2.512
H -1.794 -5.807 -0.987
H -0.848 -4.358 -0.712
H -0.781 -5.088 -2.401
H -3.285 -2.114 -2.726
H -1.610 -2.571 -3.279
H -2.003 -2.054 -1.699
C 0.390 -0.259 -0.230
C 1.348 -1.331 -0.650
O 0.887 -2.384 -1.024
C 2.819 -1.163 -0.470
H 0.390 -0.117 0.850
H -0.646 -0.476 -0.487
H 0.652 0.687 -0.705
H 3.142 -0.731 -1.417
H 3.295 -2.141 -0.393
H 3.105 -0.629 0.436
C -4.705 -0.184 2.482
C -4.088 -0.080 1.123
O -3.247 -0.876 0.793
C -4.665 0.975 0.156
H -4.144 -0.866 3.120
H -5.718 -0.580 2.546
H -4.636 0.719 3.089
H -5.193 1.787 0.656
H -5.373 0.467 -0.500
H -3.833 1.394 -0.409
```

Values from the calculation:
2S+1 ... 1
E_HOMO ... -9.0 eV
Electronic energy ... -77245.521 eV
Total charge ... 0
Kohn-Sham gap ... 8.882 eV

Löwdin atomic charge list, values in e, 6 entries: number 1, C, carries -0.0860; number 2, O, carries -0.2318; number 3, P, carries 0.5321; number 4, O, carries -0.2592; number 5, O, carries -0.2579; number 6, C, carries -0.1096